Density functional theory data (the ωB97M-V functional and the def2-TZVPD basis) for a 4-piece molecular cluster, C30H65O12P overall at a distorted geometry.

Properties
Maximum force in eV Å⁻¹: 3.5
SMILES: CC[C@@H](C)[C@]1(C)OC(=O)O[C@@H]1P(CC)CC.COCCOCCOC.COCCOCCOC.COCCOCCOC
DFT total energy in eV: -66017.0587
M in g/mol: 648.812

ORCA input file:
```
! wB97M-V def2-TZVPD RIJCOSX def2/J DEFGRID3
* xyz 0 1
P -5.158 3.418 -3.944
O 3.000 -5.938 -3.310
O -0.546 0.981 5.967
O 2.317 1.566 6.873
O -6.135 7.317 -3.256
O 1.093 -7.252 -1.324
O 0.022 -0.089 8.763
O -4.184 6.250 -2.676
O 2.889 -8.994 -3.506
O 2.558 -1.681 -0.342
O -4.999 5.932 -4.711
O 3.963 -0.067 1.854
O 1.378 1.190 0.842
C 3.823 -6.905 -2.675
C 1.613 -6.198 -3.456
C -0.871 0.222 9.809
C -3.163 5.558 -3.443
C -5.092 3.162 -2.132
C 0.804 -6.160 -2.177
C 0.408 1.593 1.785
C -4.063 4.849 -4.455
C -0.558 -0.804 7.687
C 2.632 1.833 0.983
C -2.325 4.607 -2.587
C -0.274 3.142 -2.503
C -0.915 4.398 -3.126
C 3.014 -1.115 1.984
C 3.045 -2.167 0.896
C -2.307 4.988 -1.109
C 3.309 -2.087 -1.466
C -2.978 1.555 -4.338
C -5.196 6.566 -3.525
C 1.191 -6.917 0.043
C 4.049 -8.183 -3.452
C 3.359 1.181 6.003
C -6.276 2.304 -1.704
C -0.039 2.130 6.627
C -0.078 -0.304 6.342
C -2.321 6.671 -4.077
C 2.642 -9.581 -4.765
C 1.396 2.479 6.303
C -4.423 1.924 -4.717
C 3.794 0.877 0.809
H -7.200 2.764 -2.025
H 3.263 -10.470 -4.917
H -6.219 1.311 -2.126
H -2.003 4.119 -0.542
H -0.497 -0.978 5.591
H -2.794 3.634 -2.642
H -0.056 2.543 1.494
H -2.897 7.583 -4.118
H 4.399 -7.935 -4.459
H 3.789 0.255 6.384
H 1.435 -7.121 -4.009
H 2.401 -2.998 1.213
H 1.607 3.475 6.713
H -0.267 -1.859 7.780
H -0.956 4.224 -4.196
H 1.594 -9.878 -4.790
H 1.515 2.525 5.215
H -5.062 1.076 -4.523
H -0.363 0.824 1.816
H -0.259 -6.207 -2.448
H 0.986 -5.207 -1.666
H -2.832 0.489 -4.483
H -0.653 2.952 6.251
H 4.839 -8.752 -2.945
H 4.143 1.945 5.968
H -0.431 1.034 10.388
H 0.052 2.460 -3.273
H 2.712 2.607 0.208
H 2.816 -8.873 -5.582
H 1.246 -5.380 -4.081
H 3.045 -3.104 -1.777
H -1.456 6.890 -3.473
H -4.459 2.129 -5.779
H 1.742 -5.982 0.189
H -2.028 6.443 -5.094
H 2.008 -0.720 2.124
H 3.482 -7.116 -1.660
H -2.740 1.756 -3.303
H -4.171 2.703 -1.780
H 3.283 -1.621 2.915
H -1.841 0.556 9.426
H 4.703 1.484 0.836
H 4.067 -2.547 0.791
H -5.159 4.105 -1.609
H 2.712 2.318 1.963
H -6.301 2.242 -0.625
H 0.834 1.693 2.789
H -0.291 5.263 -2.960
H 1.008 -0.374 6.261
H 0.199 -6.827 0.500
H 1.734 -7.719 0.541
H -0.200 2.080 7.705
H -0.991 2.597 -1.902
H 4.386 -2.034 -1.277
H 4.797 -6.417 -2.586
H 3.076 -1.404 -2.283
H -3.542 4.712 -5.395
H 0.548 3.396 -1.847
H -1.651 -0.745 7.723
H -2.269 2.033 -4.999
H 2.987 0.988 4.991
H -1.658 5.830 -0.913
H -3.307 5.225 -0.783
H -1.021 -0.639 10.470
H 3.768 0.394 -0.168
*
```

These are the Mulliken partial charges, in e, on atoms 1 to 2: -0.432 -0.432